{
  "formula": "C5H8O2",
  "method": "ωB97M-V with the def2-TZVPD basis set",
  "symbols": ["O", "C", "C", "C", "C", "C", "O", "H", "H", "H", "H", "H", "H", "H", "H"],
  "xyz": [[-0.77484, 2.15198, 0.24903], [0.14804, 1.13406, 0.66434], [-0.63546, -0.15888, 1.00135], [-0.63558, -0.96656, -0.27977], [0.56120, -1.67918, -0.73477], [1.24186, 0.72045, -0.27194], [0.29183, -0.35194, -1.23601], [-0.77734, 2.14456, -0.71559], [0.62374, 1.51620, 1.57600], [-0.16509, -0.71840, 1.81497], [-1.65378, 0.10478, 1.29566], [-1.58319, -1.22503, -0.74640], [1.43991, -1.66991, -0.09659], [0.49011, -2.44262, -1.50366], [1.39198, 1.48617, -1.04966]],
  "forces_ev_per_a": [[-0.1, 0.0, -0.3], [0.3, -0.3, 0.2], [0.0, -0.1, 0.0], [-0.1, 0.0, 0.1], [0.1, -0.2, 0.1], [-0.3, 0.2, -0.1], [0.2, 0.2, -0.1], [0.0, 0.1, 0.1], [-0.1, 0.0, -0.1], [0.0, 0.1, -0.1], [0.1, -0.1, 0.0], [0.1, 0.1, 0.0], [-0.1, -0.1, -0.1], [-0.1, 0.1, 0.1], [0.0, -0.1, 0.1]],
  "max_force_ev_per_a": 0.45,
  "lumo_energy_ev": 0.82,
  "molar_mass_g_mol": 100.1,
  "homo_ev": -7.6,
  "gap_ha": 0.310,
  "de_lowest_ev": 5.072
}

***

{
  "formula": "C5H8O2",
  "method": "ωB97M-V with the def2-TZVPD basis set",
  "symbols": ["C", "C", "O", "C", "C", "C", "O", "H", "H", "H", "H", "H", "H", "H", "H"],
  "xyz": [[0.12667, 0.35869, 1.65547], [0.57648, -0.30064, 0.37020], [1.94665, -0.36691, 0.24917], [-0.16488, -1.34514, -0.22229], [-1.30956, 0.59294, -1.25977], [0.05587, 0.56410, -1.08860], [1.03860, 0.84640, -1.75669], [0.58949, -0.14934, 2.50856], [0.46328, 1.39758, 1.66914], [-0.95873, 0.33112, 1.78358], [2.18153, 0.20490, -0.51956], [0.32418, -1.99551, -0.94778], [-1.16754, -1.60312, 0.10930], [-1.74589, 1.09210, -2.12590], [-1.95616, 0.37282, -0.42483]],
  "forces_ev_per_a": [[0.0, 0.1, 0.1], [-0.1, -0.4, 0.5], [0.1, 0.2, -0.1], [0.1, 0.3, -0.1], [0.1, 0.0, 0.1], [-0.1, -0.3, -0.5], [-0.3, 0.0, 0.1], [-0.1, 0.0, -0.2], [-0.1, -0.1, 0.0], [0.1, 0.0, -0.1], [-0.1, -0.1, 0.1], [-0.1, 0.2, 0.2], [0.3, 0.1, -0.2], [0.2, 0.0, 0.2], [0.0, 0.0, -0.1]],
  "max_force_ev_per_a": 0.62,
  "lumo_energy_ev": [-0.52, -0.52],
  "molar_mass_g_mol": 100.1,
  "homo_ev": [-8.7, -8.7],
  "gap_ha": [0.301, 0.301],
  "de_lowest_ev": 3.250
}

***

{
  "formula": "C5H8O2",
  "method": "ωB97M-V with the def2-TZVPD basis set",
  "symbols": ["O", "C", "C", "C", "C", "C", "O", "H", "H", "H", "H", "H", "H", "H", "H"],
  "xyz": [[1.86300, -0.31568, 1.89663], [0.99461, -0.59465, 1.11720], [0.68796, -1.84327, 0.23437], [0.08270, -0.83141, -0.74818], [-0.17753, 0.16265, 0.38446], [-0.37890, 1.60938, -0.05876], [-1.69057, 1.67622, -0.61827], [1.47732, -2.50311, -0.14161], [-0.08453, -2.46299, 0.70759], [-0.79250, -1.07818, -1.34024], [0.88609, -0.43700, -1.38423], [-1.09306, -0.15024, 0.91026], [-0.27935, 2.32262, 0.76657], [0.35955, 1.85560, -0.83651], [-1.85478, 2.59007, -0.88929]],
  "forces_ev_per_a": [[-0.7, -0.1, -0.6], [0.1, 0.1, 0.1], [0.0, 0.0, 0.0], [-0.2, 0.0, -0.3], [-0.1, 0.1, -0.1], [0.5, 0.0, 0.3], [0.0, 0.2, 0.0], [0.1, 0.3, 0.4], [0.1, 0.2, 0.0], [0.1, -0.3, -0.1], [-0.3, -0.1, 0.0], [0.2, 0.0, 0.0], [0.1, -0.1, 0.0], [0.0, 0.0, 0.2], [0.0, -0.3, 0.1]],
  "smiles": "O=C1CC[C@@H]1CO",
  "max_force_ev_per_a": 0.91,
  "lumo_energy_ev": 0.81,
  "molar_mass_g_mol": 100.1,
  "homo_ev": -9.6,
  "gap_ha": 0.384,
  "de_lowest_ev": 1.493
}

***

{
  "formula": "C5H8O2",
  "method": "ωB97M-V with the def2-TZVPD basis set",
  "symbols": ["C", "C", "C", "C", "C", "O", "O", "H", "H", "H", "H", "H", "H", "H", "H"],
  "xyz": [[-0.94412, 1.24126, -0.44195], [-0.08016, 0.13945, 0.13543], [-0.87557, -0.90634, 0.90422], [0.89806, -0.39823, -0.88577], [1.93094, -0.25264, 0.28095], [3.05351, -0.51740, 0.58953], [1.05331, 0.53866, 0.98860], [-0.33631, 2.06934, -0.81637], [-1.49168, 0.83238, -1.30553], [-1.67535, 1.60995, 0.27576], [-0.23713, -1.71651, 1.27277], [-1.34971, -0.44700, 1.77796], [-1.65481, -1.34374, 0.27441], [0.54232, -1.25409, -1.46792], [1.16670, 0.40491, -1.58209]],
  "forces_ev_per_a": [[0.0, 0.2, 0.2], [-0.3, 0.0, -0.2], [-0.1, 0.0, 0.0], [0.3, -0.1, 0.0], [0.1, 0.1, -0.1], [-1.0, 0.0, -0.5], [0.1, 0.0, 0.1], [0.0, -0.1, 0.2], [0.1, 0.0, 0.3], [0.0, 0.1, 0.0], [0.0, 0.1, -0.2], [0.0, 0.0, -0.2], [0.0, 0.1, 0.0], [0.8, -0.3, 0.4], [-0.1, -0.2, 0.0]],
  "smiles": "CC1(C)CC(=O)O1",
  "max_force_ev_per_a": 1.10,
  "lumo_energy_ev": 0.71,
  "molar_mass_g_mol": 100.1,
  "homo_ev": -10.5,
  "gap_ha": 0.412,
  "de_lowest_ev": 0.510
}

***

{
  "formula": "C5H8O2",
  "method": "ωB97M-V with the def2-TZVPD basis set",
  "symbols": ["C", "C", "O", "C", "C", "C", "O", "H", "H", "H", "H", "H", "H", "H", "H"],
  "xyz": [[1.55480, -0.38851, -0.05871], [1.08317, 1.01219, -0.38090], [-0.11238, 0.90613, -1.13964], [-1.01115, -0.06089, -0.65952], [-1.64332, 0.16119, 0.67931], [-0.60957, -0.93109, 0.51464], [0.71039, -0.86949, 0.97577], [1.44064, -1.00500, -0.96382], [2.58814, -0.45473, 0.28627], [0.90041, 1.52506, 0.57625], [1.78459, 1.61062, -0.96676], [-1.59226, -0.45810, -1.48737], [-1.42938, 1.09627, 1.18648], [-2.65727, -0.20867, 0.79725], [-1.00682, -1.93496, 0.64075]],
  "forces_ev_per_a": [[0.1, 0.1, -0.1], [0.2, 0.0, 0.1], [-0.1, 0.0, 0.0], [-0.2, -0.1, -0.1], [-0.1, 0.1, 0.2], [-0.2, -0.2, -0.1], [-0.1, 0.0, 0.1], [0.1, 0.0, 0.2], [-0.2, 0.1, 0.1], [0.1, 0.0, -0.2], [-0.1, -0.2, 0.0], [0.1, 0.0, 0.2], [0.1, -0.2, 0.0], [0.1, 0.1, 0.1], [0.0, 0.0, -0.4]],
  "smiles": "C1CO[C@@H]2C[C@@H]2O1",
  "max_force_ev_per_a": 0.39,
  "lumo_energy_ev": 1.09,
  "molar_mass_g_mol": 100.1,
  "homo_ev": -9.1,
  "gap_ha": 0.376,
  "de_lowest_ev": 2.317
}

***

{
  "formula": "C5H8O2",
  "method": "ωB97M-V with the def2-TZVPD basis set",
  "symbols": ["C", "C", "O", "C", "C", "O", "C", "H", "H", "H", "H", "H", "H", "H", "H"],
  "xyz": [[-1.02238, -0.83363, -0.43332], [0.25066, -1.85012, 1.22203], [1.18683, -1.05477, 0.67058], [0.30848, -0.12465, 0.06349], [0.10956, 1.24884, 0.72664], [0.37758, 1.88654, -0.53414], [0.88790, 0.66996, -1.10112], [-1.53524, 0.02509, -0.84578], [-0.81622, -1.56456, -1.22612], [-1.75164, -1.31106, 0.24956], [-0.37648, -1.16740, 1.86461], [-0.89722, 1.46496, 1.09525], [0.85373, 1.51562, 1.49189], [1.98186, 0.65506, -1.16850], [0.44257, 0.44012, -2.07506]],
  "forces_ev_per_a": [[0.1, 0.7, -0.4], [1.1, -0.8, 1.5], [-0.6, -0.6, -0.1], [-1.0, 0.0, -0.5], [-0.2, -0.1, 0.2], [0.0, 0.2, -0.1], [0.1, -0.2, -0.3], [-0.5, 0.0, -0.5], [0.1, 0.3, 0.1], [0.8, 0.4, 0.2], [0.0, -0.1, -0.1], [0.1, 0.1, 0.0], [-0.1, -0.2, -0.2], [-0.1, 0.0, 0.1], [0.1, 0.1, 0.1]],
  "max_force_ev_per_a": 1.97,
  "lumo_energy_ev": 0.22,
  "molar_mass_g_mol": 100.1,
  "homo_ev": -8.7,
  "gap_ha": 0.327,
  "de_lowest_ev": 5.994
}

***

{
  "formula": "C5H8O2",
  "method": "ωB97M-V with the def2-TZVPD basis set",
  "symbols": ["C", "C", "C", "O", "C", "C", "O", "H", "H", "H", "H", "H", "H", "H", "H"],
  "xyz": [[-1.13167, -2.01718, 0.88035], [-0.00557, -1.80249, 0.23626], [0.65502, -0.65140, -0.36121], [1.56755, -0.71164, -1.17644], [-0.19631, 0.67267, -0.27760], [0.59835, 1.84429, -0.83845], [-0.68424, 0.92569, 1.02014], [-1.94925, -1.31518, 0.81441], [-1.28263, -2.91353, 1.46379], [1.10040, -2.15800, 0.50474], [-1.08583, 0.50244, -0.89488], [1.49915, 2.00573, -0.24618], [0.88617, 1.63923, -1.86553], [-0.01593, 2.74261, -0.82840], [0.04479, 1.23676, 1.56900]],
  "forces_ev_per_a": [[-0.4, -0.1, -0.2], [5.5, -0.4, 1.8], [-3.0, 2.6, -3.5], [-0.4, -0.4, 1.7], [1.4, 0.3, 0.0], [-0.4, -0.1, 0.0], [-0.2, 0.1, 0.3], [-0.2, -0.1, -0.2], [0.0, 0.0, 0.1], [-2.7, -1.9, 0.0], [0.1, -0.2, 0.0], [0.1, 0.0, 0.0], [0.1, 0.0, 0.0], [0.0, 0.1, 0.1], [-0.1, 0.0, 0.0]],
  "smiles": "C=CC(=O)[C@H](C)O",
  "max_force_ev_per_a": 5.83,
  "lumo_energy_ev": -0.01,
  "molar_mass_g_mol": 100.1,
  "homo_ev": -9.4,
  "gap_ha": 0.344,
  "de_lowest_ev": 2.565
}

***

{
  "formula": "C5H8O2",
  "method": "ωB97M-V with the def2-TZVPD basis set",
  "symbols": ["C", "C", "C", "O", "C", "O", "C", "H", "H", "H", "H", "H", "H", "H", "H"],
  "xyz": [[-0.96043, -0.09609, 1.14694], [0.08890, -0.07236, 0.06472], [1.23425, -0.84289, 0.56573], [2.32770, -0.41303, 0.79659], [0.44993, 1.31865, -0.64782], [-0.27514, 0.89781, -1.81382], [-0.39693, -0.47497, -1.30803], [-2.05137, 0.06857, 0.84024], [-0.74000, 0.75042, 1.97777], [-0.96934, -0.99152, 1.58749], [1.14376, -1.89803, 0.78278], [-0.11720, 2.09172, -0.18208], [1.56058, 1.42907, -0.53943], [0.16691, -1.16626, -1.78610], [-1.46162, -0.60108, -1.48499]],
  "forces_ev_per_a": [[-1.4, 5.6, 0.4], [-0.5, 1.5, -0.4], [1.1, -0.4, 0.2], [0.7, 1.0, 0.0], [-0.4, -2.1, 2.2], [1.8, -0.4, -0.5], [-2.7, 3.3, 0.1], [1.7, 0.1, -0.1], [-0.4, -2.0, -1.8], [0.1, -3.6, 2.1], [-0.9, -1.0, 0.0], [0.1, 1.0, 0.3], [-0.8, 0.3, -1.2], [1.9, -2.1, -1.8], [-0.1, -1.1, 0.6]],
  "smiles": "CC1(C=O)COC1",
  "max_force_ev_per_a": 5.75,
  "lumo_energy_ev": 0.80,
  "molar_mass_g_mol": 100.1,
  "homo_ev": -9.8,
  "gap_ha": 0.391,
  "de_lowest_ev": 2.952
}